15
Properties=species:S:1:pos:R:3 method="wB97M-V/def2-TZVPD" total_charge=0 e_homo_ev=-8.7 gap_ev=9.19
C 0.2035 -0.1161 -0.2800
C -0.0320 1.3446 0.0668
H -2.0198 -1.1959 1.3220
H -2.4474 -1.7954 -0.3022
H -1.5781 2.7079 -0.3344
H -1.9929 1.0075 -0.5617
H 2.8031 -1.6426 -0.5406
H 1.7248 -1.7752 0.7257
N -1.9556 -0.9423 0.1459
N -0.4967 -1.1634 -0.2625
N -1.4001 1.7319 -0.0136
N 1.0438 2.0020 0.1727
N 1.5950 -0.1658 -0.4122
N 2.4166 -1.1679 0.2672
O 2.1358 1.1707 0.0070

=====

39
Properties=species:S:1:pos:R:3 method="wB97M-V/def2-TZVPD" total_charge=-1 e_homo_ev=-4.0 gap_ev=6.44
C 0.5694 2.5264 2.7891
C -1.0875 2.5263 2.6574
C -1.5660 1.7119 1.2777
N -2.7291 0.8280 1.5243
Nb -2.4015 -1.2701 1.4892
Br -4.4303 -1.5496 -0.2582
C -1.0121 -1.2392 -0.3142
N -0.4794 -2.6278 -0.7253
B -0.6379 -1.1777 3.0102
O 0.5094 -2.0973 2.7013
O -0.7139 -0.2934 4.1940
H 1.0897 1.7151 2.1188
H 0.8008 2.2944 3.9198
H 0.9791 3.5895 2.5256
H -1.6301 2.0688 3.6021
H -1.3932 3.6627 2.6083
H -0.5983 1.2515 0.8304
H -1.8942 2.5787 0.5246
H -3.6394 1.1546 1.1360
H -3.5834 -1.4589 2.8888
H -2.2115 -3.0664 1.5248
H -0.0435 -0.5997 -0.1524
H -1.5569 -0.8092 -1.2801
H 0.4025 -2.7196 -0.1373
H -0.0891 -2.5351 -1.7108
H 0.0754 -3.0242 2.7045
H -0.5452 -0.7929 5.0495
C 1.3949 0.4533 -4.8360
C 1.2881 -0.3950 -3.5996
O 0.2266 -0.9052 -3.2485
N 2.4130 -0.5949 -2.8555
C 3.7449 -0.0910 -3.0906
H 0.4152 0.5176 -5.3185
H 1.7158 1.4643 -4.5709
H 2.0977 0.0020 -5.5412
H 2.2562 -1.1766 -2.0406
H 4.4186 -0.9464 -3.1842
H 4.0399 0.5033 -2.2221
H 3.8057 0.5219 -3.9904

=====

52
Properties=species:S:1:pos:R:3 method="wB97M-V/def2-TZVPD" total_charge=+1 e_homo_ev=-13.4 gap_ev=10.34
O 1.9920 0.0407 0.6641
H -3.1807 -1.4467 0.8464
H -4.4887 -0.7761 0.4099
O -3.9204 -0.8902 1.1251
H 4.2229 -1.6020 2.2302
H -4.0036 2.8754 -0.8169
O 1.7509 -1.9643 -1.3514
H 2.0479 -2.9227 -1.3116
H 0.1703 1.7647 2.0123
O -4.9290 -0.3354 -1.8402
H -5.0372 -1.0179 -2.4657
H 0.2494 0.2822 1.8772
O 0.3513 0.9823 2.6182
H 1.4591 1.5459 -3.0547
O -1.1675 2.0402 0.3885
H -2.1744 2.1033 0.1275
H -0.1579 -3.5666 -4.8315
O -1.1308 2.2662 5.1993
H -1.3105 0.8035 -4.5325
H -0.0794 -0.1216 -2.4188
O 2.9989 1.2911 3.0110
H 1.5678 -0.7140 -0.0448
H 3.0730 0.2999 2.8543
O 4.0884 -0.7665 1.8074
H -3.5455 3.9292 -1.7870
H 3.1345 -0.7203 1.6418
O 0.3285 -3.3005 -3.9874
H -0.7985 1.4974 4.7747
H -0.1436 -3.3891 -3.1832
O 2.0192 -4.3985 -1.1048
H 0.5082 -2.1483 3.8589
H 1.0612 3.6635 2.2903
O -0.6423 -0.9870 -2.3301
H 2.8753 -4.5798 -1.5917
H -0.2335 -1.5566 -1.7013
O 0.1577 -1.3148 4.1470
H 2.3742 0.6556 -0.0516
H 2.1125 -1.6471 -2.1678
O 0.7459 3.3824 1.3945
H -2.0896 1.9030 5.2413
H -0.9410 1.2704 -0.0417
O 2.1183 2.1716 -2.9885
H 0.0704 -1.2858 5.0940
H 2.9079 1.3980 1.9601
O -3.2078 3.1131 -1.3313
H -0.1569 3.7429 1.1818
H -5.2286 0.3927 -2.4146
O -0.4369 0.4311 -4.1774
H -0.3141 -0.4587 -4.6447
H 1.5479 1.0326 2.9315
H 1.3751 -5.0772 -1.4809
H 2.0095 2.1091 -2.0357

=====

54
Properties=species:S:1:pos:R:3 method="wB97M-V/def2-TZVPD" spin_multiplicity=6 s2=8.75 total_charge=-1 e_homo_ev="-4.8 / -4.9" gap_ev="7.19 / 7.23"
Mn 8.8230 12.5399 10.5518
C 7.5719 13.3312 14.4726
C 8.9797 13.0450 14.1056
N 9.4641 12.9733 12.8744
C 10.8216 12.8113 12.9777
C 11.1887 12.7628 14.2942
N 10.0082 12.9381 14.9902
C 12.4715 12.6776 15.0460
O 13.5463 12.4045 14.3291
O 12.4811 12.8034 16.2681
C 11.6311 12.6262 11.7289
O 12.8799 12.4800 11.8522
O 10.9835 12.6059 10.6400
H 7.0094 13.4240 13.5118
H 7.4887 14.2889 15.0049
H 7.1758 12.5066 15.0614
H 9.9406 12.9671 16.0203
H 13.3128 12.4708 13.3250
C 4.8874 10.8754 11.5554
S 5.7115 10.9652 9.9779
C 6.3454 9.3692 9.9085
C 7.5950 9.0282 10.4329
S 8.7692 10.0316 11.1801
S 7.7945 7.2695 10.5680
C 6.2896 6.7324 9.8641
S 5.7936 5.1850 9.6291
S 5.3590 8.0898 9.2965
H 4.9497 11.8779 11.9700
H 5.3944 10.2377 12.2784
H 3.8631 10.5828 11.4543
C 8.0580 13.1884 7.2733
C 8.4157 13.2518 5.7739
N 9.7108 12.6545 5.5262
C 10.6894 13.3812 6.2830
C 10.3474 13.3418 7.8049
N 9.1449 12.5418 8.0508
C 9.3715 11.1922 7.5293
C 9.7262 11.2777 6.0059
H 7.1517 12.6109 7.4483
H 7.8797 14.1551 7.7221
H 8.4165 14.3062 5.4832
H 7.6485 12.7622 5.1729
H 10.7302 14.4276 5.9445
H 11.7046 12.9736 6.0730
H 10.1626 14.3601 8.2265
H 11.1258 12.9442 8.4382
H 8.4632 10.6376 7.7346
H 10.2019 10.7628 8.1483
H 8.9703 10.6996 5.4479
H 10.7550 10.9190 5.8036
O 6.8906 13.6694 11.0779
C 7.4889 14.7489 10.6806
O 8.6583 14.6973 10.1786
H 6.8692 15.7051 10.7112

=====

44
Properties=species:S:1:pos:R:3 method="wB97M-V/def2-TZVPD" total_charge=0 e_homo_ev=-8.0 gap_ev=7.92
C -2.9698 -3.5739 -0.0130
C -2.0971 -2.5400 0.6939
H -1.0145 -2.5738 0.5248
H -2.4336 -2.6156 1.7349
O -2.5843 -1.3838 0.1573
C -2.0189 -0.7873 -0.6985
O -1.2115 -1.4188 -1.2207
N -2.4234 0.5796 -1.1887
C -2.9592 1.4722 -0.1321
H -3.1628 0.8021 0.8135
C -1.8362 2.6367 0.3641
N -0.6048 1.9398 -0.0837
C 0.1014 0.8364 0.7925
S -0.5424 0.7433 2.4206
N 1.2793 0.4119 0.4503
C 2.2931 0.9764 0.0687
O 2.3767 1.9731 -0.4423
C 3.5213 0.0352 -0.1408
H 4.5270 0.8479 -0.4325
C 3.2964 -0.7543 -1.3382
H 2.7780 -0.2749 -2.3547
C 2.3909 -1.8822 -0.7685
C 3.0360 -2.0999 0.5550
H 2.1701 -2.4057 1.3641
H 3.7271 -2.8893 0.2685
C 3.8721 -0.9034 0.8954
H 4.8686 -1.3112 0.9735
H 3.5115 -0.3807 1.8450
H 2.5481 -2.8956 -1.4398
H 1.4819 -1.7660 -0.8433
H 4.3030 -1.0391 -1.8739
H 1.4524 -0.4189 1.0086
C -0.2606 1.7672 -1.3912
H 0.0272 2.5570 -1.8356
C -1.6520 1.2019 -2.0542
H -1.3737 0.7984 -2.8537
H -2.1878 2.1182 -2.5821
H 0.4686 0.9958 -1.3402
H -1.8779 3.4126 -0.2027
H -1.9230 2.7873 1.5076
H -3.6974 1.9082 -0.2588
H -2.9079 -4.4940 0.5031
H -2.8553 -3.5466 -1.1203
H -4.1397 -3.5561 0.0380

=====

26
Properties=species:S:1:pos:R:3 method="wB97M-V/def2-TZVPD" spin_multiplicity=8 s2=15.97 total_charge=-1 e_homo_ev="-3.5 / -3.8" gap_ev="6.01 / 6.35"
V 0.5287 -1.0242 -2.2748
Cl 1.3040 0.9529 -1.2554
C -0.7093 -0.0633 -3.7319
C 2.1652 -1.0863 -3.7688
H -0.5410 -0.4627 -4.7489
H -1.8031 -0.1236 -3.5564
H -0.3378 1.0193 -3.7125
H 1.8870 -1.4563 -4.7891
H 3.1023 -1.6493 -3.4498
H 2.3802 0.0292 -3.9091
Sm -0.4152 0.7749 0.8504
C -2.6736 1.4305 0.2621
C -0.4431 -1.4793 0.3650
H -3.0944 0.9799 -0.6532
H -3.2445 1.1096 1.1660
H -2.7719 2.5340 0.1852
H 0.5403 -2.0053 0.4436
H -1.1330 -2.3298 0.0531
C 0.6587 -0.3536 4.6320
S 0.7256 1.0538 3.5663
O -0.7188 1.2438 3.1104
O 1.2337 2.1528 4.3511
O 1.4765 0.6514 2.3284
H -0.0870 -0.1473 5.3966
H 1.6421 -0.5279 5.0569
H 0.3285 -1.2232 4.0828

=====

15
Properties=species:S:1:pos:R:3 method="wB97M-V/def2-TZVPD" total_charge=0 e_homo_ev=-10.7 gap_ev=10.99
C 0.6247 -0.2147 0.3888
C 0.6682 -1.0103 -0.8654
C 1.9521 0.3373 0.7527
O -2.5637 2.1107 0.0097
O -0.3836 0.7279 0.3738
O -2.6555 -0.2971 0.3357
O 1.6873 -1.2704 -1.4914
O -0.5132 -1.3223 -1.3503
S -1.8936 0.6172 -0.4409
Cl 0.2419 -1.5747 1.7304
H 2.0837 0.6118 1.8434
H 1.8660 1.3766 0.2850
H 2.7118 -0.2138 0.1792
H -3.3903 2.0709 0.3645
H -0.4357 -1.9491 -2.1149

=====

16
Properties=species:S:1:pos:R:3 method="wB97M-V/def2-TZVPD" total_charge=+1 e_homo_ev=-14.9 gap_ev=11.43
C -1.0865 -1.2068 -0.0580
C -1.8814 0.0422 -0.0618
C 1.0414 -0.2320 0.2711
C 1.5498 0.1362 -1.1111
N 0.1824 -1.2310 0.1633
N 1.4398 0.0761 1.4440
O -1.0275 1.1252 0.3700
H -1.4758 -2.1828 -0.2564
H -2.1112 -0.0189 -1.1942
H -2.9397 0.0101 0.2424
H 1.3505 1.2240 -1.2802
H 0.9277 -0.3997 -1.8099
H 2.6018 0.0242 -1.2529
H 2.2068 0.7456 1.7570
H 0.7791 -0.0759 2.2745
H -1.5573 1.9635 0.5023

=====

89
Properties=species:S:1:pos:R:3 method="wB97M-V/def2-TZVPD" total_charge=-1 e_homo_ev=-5.2 gap_ev=7.75
Hf -0.7428 -0.6951 0.4970
N -4.8990 0.7443 1.8539
C -3.8033 -0.0503 1.5910
S -3.3057 -0.1869 -0.0666
N -3.2621 -0.6550 2.5980
N -2.1949 -1.4610 2.2299
C -1.9842 -2.4374 3.0348
C -0.9818 -3.4630 2.8945
C -0.8202 -4.3830 3.9363
C 0.0919 -5.4125 3.8474
C 0.8542 -5.5410 2.6865
C 0.7101 -4.6546 1.6413
C -0.2004 -3.5887 1.7251
O -0.3315 -2.7455 0.7309
H -5.0443 1.4898 1.1939
H -4.9971 0.9964 2.8262
H -2.6443 -2.5112 3.8984
H -1.4225 -4.2646 4.8300
H 0.2174 -6.1089 4.6661
H 1.5756 -6.3460 2.6044
H 1.3073 -4.7460 0.7426
O -0.7613 -1.1910 -1.4635
C 0.2200 -1.4718 -2.4013
C 1.3911 -2.2023 -1.7074
C 2.1500 -1.3439 -0.7304
C 3.4745 -1.6199 -0.4310
C 4.1661 -0.7416 0.3835
C 3.5540 0.4285 0.7900
C 2.2245 0.6623 0.4467
C 1.7005 2.0678 0.6620
C 0.1789 2.3804 0.7789
O -0.5728 1.3161 0.3296
C -0.1323 3.6092 -0.0909
C -1.1834 3.5673 -0.9958
C -1.4899 4.6825 -1.7651
C -0.7488 5.8478 -1.6420
C 0.3001 5.8964 -0.7324
C 0.6000 4.7860 0.0407
C -0.2856 2.7510 2.2012
C 0.5336 3.1624 3.2409
C -0.0053 3.4882 4.4811
C -1.3697 3.4184 4.6954
C -2.1998 3.0199 3.6553
C -1.6630 2.6933 2.4242
N 1.5273 -0.2707 -0.2174
C -0.3521 -2.4316 -3.4545
C 0.3604 -2.7393 -4.6108
C -0.1478 -3.6347 -5.5391
C -1.3827 -4.2324 -5.3239
C -2.0984 -3.9246 -4.1775
C -1.5872 -3.0297 -3.2458
C 0.6631 -0.1731 -3.0859
C 1.9644 0.0636 -3.5154
C 2.3069 1.2684 -4.1166
C 1.3497 2.2538 -4.2991
C 0.0474 2.0234 -3.8772
C -0.2915 0.8221 -3.2757
H 0.9589 -3.0672 -1.2015
H 2.1059 -2.5803 -2.4420
H 3.9433 -2.5084 -0.8335
H 5.1891 -0.9482 0.6727
H 4.0883 1.1590 1.3807
H 2.2608 2.4806 1.4986
H 2.0707 2.5981 -0.2223
H -1.7492 2.6485 -1.0891
H -2.3136 4.6362 -2.4683
H -0.9877 6.7149 -2.2457
H 0.8810 6.8041 -0.6210
H 1.4063 4.8385 0.7644
H 1.6084 3.2013 3.1283
H 0.6581 3.7777 5.2870
H -1.7845 3.6596 5.6664
H -3.2701 2.9509 3.8105
H -2.3055 2.3608 1.6181
H 1.3148 -2.2601 -4.7975
H 0.4179 -3.8606 -6.4351
H -1.7847 -4.9295 -6.0490
H -3.0646 -4.3817 -4.0011
H -2.1385 -2.7824 -2.3486
H 2.7366 -0.6817 -3.3647
H 3.3300 1.4381 -4.4308
H 1.6165 3.1998 -4.7539
H -0.7030 2.7949 -3.9964
H -1.2967 0.6523 -2.9121
O 2.1850 0.4189 3.7200
Cl 1.2715 -0.6383 3.4226
O 0.6264 -1.1055 4.6003
O 1.9266 -1.6984 2.7242
O 0.2390 -0.0738 2.5264